# 1
{"formula": "C24H22BrN4O5SZn", "method": "ωB97M-V/def2-TZVPD", "total_charge": -1, "relative_energy_kcal_mol": 8.75, "homo_energy_ev": -4.5, "total_energy_ha": -6274.7087, "fmax_ev_per_a": 1.0, "species": ["Zn", "C", "C", "C", "C", "C", "C", "C", "S", "O", "O", "N", "C", "C", "O", "O", "H", "H", "H", "H", "H", "H", "H", "H", "H", "C", "C", "C", "C", "C", "Br", "N", "C", "H", "H", "H", "H", "H", "H", "O", "C", "C", "C", "C", "C", "C", "C", "N", "C", "C", "N", "H", "H", "H", "H", "H", "H", "H"], "coordinates": [[-0.166, -0.125, -1.618], [3.756, 0.831, 6.053], [3.023, 1.149, 4.776], [3.022, 0.259, 3.710], [2.286, 0.509, 2.560], [1.547, 1.680, 2.482], [1.566, 2.610, 3.521], [2.309, 2.341, 4.656], [0.346, 1.980, 1.195], [0.074, 3.386, 1.231], [-0.987, 1.360, 1.852], [0.597, 1.275, -0.107], [2.028, 1.252, -0.557], [2.471, -0.225, -0.662], [3.617, -0.519, -0.319], [1.569, -1.027, -1.102], [4.404, -0.039, 5.934], [3.044, 0.613, 6.853], [4.368, 1.674, 6.379], [3.597, -0.659, 3.773], [2.312, -0.186, 1.733], [1.000, 3.525, 3.416], [2.333, 3.063, 5.466], [2.705, 1.784, 0.111], [2.075, 1.713, -1.545], [-2.056, -4.083, 2.577], [-1.765, -2.607, 2.508], [-2.760, -1.651, 2.707], [-2.488, -0.317, 2.519], [-1.204, 0.012, 2.114], [-2.452, -0.527, -1.005], [-0.227, -0.840, 2.009], [-0.507, -2.133, 2.187], [-2.622, -4.341, 3.475], [-1.133, -4.663, 2.566], [-2.649, -4.383, 1.709], [-3.762, -1.965, 2.983], [-3.241, 0.455, 2.620], [0.331, -2.812, 2.049], [-0.109, 1.367, -2.939], [-0.941, 1.498, -3.919], [-1.329, 2.798, -4.341], [-2.229, 3.002, -5.361], [-2.811, 1.917, -6.028], [-2.434, 0.642, -5.659], [-1.497, 0.403, -4.647], [-1.041, -0.963, -4.386], [-0.321, -1.389, -3.367], [-0.056, -2.723, -3.570], [-0.626, -3.127, -4.733], [-1.242, -2.002, -5.246], [-0.891, 3.633, -3.805], [-2.505, 4.013, -5.641], [-3.546, 2.072, -6.809], [-2.910, -0.199, -6.157], [0.535, -3.281, -2.861], [-0.650, -4.078, -5.239], [-1.755, -1.946, -6.103]]}

---

# 2
{"formula": "C24H22ClNOPSn", "method": "ωB97M-V/def2-TZVPD", "total_charge": 3, "homo_energy_ev": [-18.3, -18.0], "total_energy_ha": -2072.4583, "fmax_ev_per_a": 5.1, "species": ["Sn", "Cl", "C", "O", "P", "C", "C", "C", "C", "C", "C", "C", "C", "H", "H", "H", "H", "H", "C", "C", "C", "C", "C", "H", "H", "H", "H", "H", "C", "C", "C", "C", "C", "H", "H", "H", "H", "H", "H", "H", "C", "C", "C", "N", "C", "C", "H", "H", "H", "H", "H"], "coordinates": [[1.104, -1.117, -1.538], [2.718, -0.529, 0.171], [-1.219, -2.491, -1.012], [-2.274, -2.930, -1.016], [-0.493, 0.574, 0.329], [-0.529, 2.123, -0.674], [-2.266, 0.280, 0.709], [0.247, 1.065, 1.930], [-2.782, 0.262, 2.018], [-4.142, 0.020, 2.226], [-5.003, -0.210, 1.150], [-4.484, -0.216, -0.151], [-3.128, 0.010, -0.373], [-2.124, 0.452, 2.868], [-4.537, 0.019, 3.241], [-6.069, -0.373, 1.317], [-5.146, -0.389, -0.997], [-2.736, 0.014, -1.393], [0.511, 2.329, -1.605], [0.507, 3.445, -2.439], [-0.508, 4.403, -2.335], [-1.538, 4.206, -1.411], [-1.562, 3.071, -0.595], [1.326, 1.600, -1.698], [1.304, 3.569, -3.169], [-0.489, 5.291, -2.970], [-2.338, 4.941, -1.330], [-2.392, 2.919, 0.101], [0.396, 2.395, 2.348], [0.956, 2.679, 3.598], [1.404, 1.653, 4.436], [1.301, 0.322, 4.001], [0.733, 0.030, 2.761], [0.063, 3.212, 1.703], [1.044, 3.717, 3.928], [1.830, 1.879, 5.418], [1.661, -0.485, 4.633], [0.687, -1.003, 2.422], [4.059, 1.663, -2.538], [4.271, 1.564, -1.823], [3.232, -5.520, -2.475], [1.845, -5.452, -2.347], [1.250, -4.322, -1.811], [1.978, -3.253, -1.400], [3.327, -3.306, -1.516], [3.980, -4.409, -2.055], [3.720, -6.399, -2.892], [1.197, -6.265, -2.671], [0.171, -4.236, -1.740], [3.877, -2.430, -1.187], [5.062, -4.372, -2.143]]}

---

# 3
{"formula": "C24H22FeN2O11", "method": "ωB97M-V/def2-TZVPD", "total_charge": -2, "relative_energy_kcal_mol": 13.42, "multiplicity": 5, "homo_energy_ev": [-1.0, -1.1], "total_energy_ha": -3128.7445, "s_squared": 6.006, "fmax_ev_per_a": 1.6, "species": ["Fe", "C", "C", "O", "C", "C", "C", "N", "N", "C", "O", "C", "C", "C", "C", "C", "C", "H", "H", "H", "H", "H", "H", "H", "H", "H", "H", "H", "H", "O", "C", "O", "C", "O", "C", "C", "O", "O", "H", "H", "H", "H", "H", "O", "C", "O", "C", "C", "C", "C", "O", "C", "O", "C", "C", "H", "H", "H", "H", "H"], "coordinates": [[0.242, 0.014, 0.001], [2.377, -4.129, -0.420], [1.181, -3.172, -0.292], [1.431, -1.968, -0.047], [-0.076, -3.744, -0.438], [-1.297, -3.059, -0.280], [-2.571, -3.878, -0.383], [-1.358, -1.789, -0.002], [-2.605, -1.269, 0.193], [-2.618, -0.081, 0.760], [-1.617, 0.569, 1.184], [-3.988, 0.463, 0.942], [-4.258, 1.455, 1.884], [-5.539, 1.955, 2.033], [-6.569, 1.476, 1.236], [-6.310, 0.497, 0.287], [-5.034, -0.009, 0.151], [2.652, -4.503, 0.566], [3.227, -3.591, -0.829], [2.141, -4.973, -1.063], [-0.139, -4.805, -0.648], [-2.367, -4.878, -0.763], [-3.268, -3.368, -1.044], [-3.041, -3.949, 0.598], [-3.440, 1.822, 2.487], [-5.742, 2.734, 2.762], [-7.576, 1.859, 1.360], [-7.103, 0.146, -0.363], [-4.805, -0.775, -0.570], [3.863, 1.727, 0.127], [2.673, 1.677, -0.518], [2.282, 0.647, -1.026], [1.870, 2.964, -0.537], [0.654, 2.772, 0.164], [0.743, 2.955, 1.565], [1.671, 1.909, 2.274], [2.340, 2.314, 3.226], [1.639, 0.760, 1.786], [4.122, 0.810, 0.315], [2.448, 3.797, -0.112], [1.547, 3.157, -1.571], [1.074, 3.980, 1.797], [-0.274, 2.802, 1.929], [0.171, 2.684, -3.096], [-0.742, 1.940, -2.710], [-0.681, 0.983, -1.917], [-2.142, 2.228, -3.330], [-2.211, 3.109, -4.402], [-3.406, 3.418, -5.042], [-4.536, 2.819, -4.541], [-5.854, 2.950, -4.976], [-6.609, 2.139, -4.109], [-5.772, 1.498, -3.188], [-4.484, 1.942, -3.461], [-3.302, 1.625, -2.834], [-1.284, 3.551, -4.734], [-3.465, 4.097, -5.879], [-7.159, 1.383, -4.704], [-7.347, 2.766, -3.572], [-3.243, 0.945, -1.999]]}

---

What is the formula in the second record? C24H22ClNOPSn